The following is a DFT calculation (the ωB97M-V functional and the def2-TZVPD basis) of a molecular structure, C21H30AgN3O4.

Each line ends with the Mulliken charge.
Geometry (Å):
1 Ag 0.28351 -0.02641 0.77374  0.92
2 C -0.94222 2.81033 -0.74542  -2.67
3 C -1.23147 2.09515 0.55429  1.38
4 C -2.41269 1.35075 0.70845  1.17
5 C -3.40626 1.28761 -0.43040  -2.42
6 C -2.66665 0.67732 1.90805  1.26
7 C -3.87690 -0.22494 2.02348  -2.79
8 C -1.76561 0.77330 2.97451  1.23
9 C -2.07393 0.09068 4.28971  -2.43
10 C -0.57630 1.50334 2.82800  1.80
11 C 0.41761 1.58386 3.96590  -2.63
12 C -0.32347 2.20657 1.62941  0.29
13 C 0.83607 3.17965 1.53451  -2.29
14 H -1.37025 3.81803 -0.74969  0.39
15 H -1.35346 2.26581 -1.59275  0.50
16 H 0.13003 2.89732 -0.91495  0.48
17 H -3.15489 0.49307 -1.14241  0.35
18 H -3.42816 2.22552 -0.98289  0.50
19 H -4.41577 1.10580 -0.06727  0.51
20 H -4.75543 0.30819 2.40047  0.39
21 H -3.68428 -1.05632 2.70001  0.54
22 H -4.14223 -0.65009 1.05694  0.53
23 H -1.64886 -0.91903 4.33902  0.31
24 H -3.14717 0.00278 4.44568  0.49
25 H -1.67597 0.65544 5.13094  0.52
26 H 0.21448 2.43997 4.61758  0.38
27 H 1.43589 1.68709 3.59198  0.48
28 H 0.38933 0.68613 4.58111  0.52
29 H 1.71583 2.73363 1.06268  0.30
30 H 1.12740 3.53950 2.51902  0.48
31 H 0.55528 4.04904 0.94224  0.44
32 N -0.82573 -2.31886 0.95818  -0.45
33 C 0.06417 -3.26385 1.63715  -0.67
34 C 1.51730 -2.89806 1.37364  -0.57
35 N 1.84310 -1.58004 1.93963  -0.51
36 H -1.79952 -2.52641 1.13940  0.20
37 H -0.68621 -2.35518 -0.04943  0.12
38 H -0.09059 -4.30190 1.32869  0.40
39 H -0.12840 -3.21286 2.71304  0.35
40 H 1.67237 -2.83793 0.29434  0.22
41 H 2.16028 -3.69261 1.75905  0.41
42 H 2.72852 -1.24449 1.58007  0.23
43 H 1.91854 -1.63267 2.94807  0.20
44 O 2.04368 0.18393 -0.96341  -0.83
45 C 1.31001 -0.43542 -1.77104  0.83
46 O 0.18561 -0.93667 -1.49125  -0.83
47 C 1.81645 -0.58874 -3.19068  -0.06
48 C 3.10793 -0.18661 -3.51101  -0.29
49 C 3.58533 -0.32472 -4.80342  -0.51
50 C 2.74678 -0.86080 -5.76298  0.10
51 C 1.45570 -1.26414 -5.47492  -0.54
52 C 0.99486 -1.12647 -4.17635  -0.27
53 N 3.24660 -1.00523 -7.14699  0.97
54 O 4.40764 -0.71602 -7.35931  -0.60
55 O 2.52852 -1.56997 -7.94871  -0.60
56 H 3.72591 0.24002 -2.73130  0.42
57 H 4.58491 -0.02255 -5.07866  0.47
58 H 0.83797 -1.67427 -6.26005  0.47
59 H -0.00520 -1.43658 -3.90369  0.40

Force components x, y, z for each atom (eV/Å):
0.2 -0.2 0.1
0.1 -0.1 0.0
-0.1 0.0 0.0
-0.1 0.0 0.0
0.0 0.0 0.0
0.0 -0.1 0.0
0.1 0.1 0.0
0.0 0.0 0.1
0.0 0.1 -0.1
-0.1 0.1 0.0
0.0 0.0 -0.1
-0.1 0.0 0.1
0.0 -0.1 0.0
0.0 0.0 0.0
0.0 0.0 0.0
0.0 0.0 0.0
0.0 0.0 0.0
0.0 0.0 0.0
0.0 0.0 0.0
0.0 0.0 0.0
0.0 0.0 0.0
0.0 0.0 0.0
0.0 0.0 0.0
0.0 0.0 0.0
0.0 0.0 0.0
0.0 0.0 0.0
0.0 0.0 0.0
0.0 0.0 0.0
0.0 0.0 0.0
0.0 0.0 0.0
0.0 0.0 0.0
0.0 -0.1 0.0
0.0 0.2 0.0
-0.1 0.2 0.0
0.0 -0.1 -0.1
0.0 0.0 0.1
0.0 0.0 0.0
0.0 -0.1 0.0
0.0 0.0 0.0
0.0 0.0 0.0
0.1 -0.1 0.0
0.0 0.0 0.0
0.0 0.0 0.0
-0.1 -0.1 0.0
-0.1 0.0 0.1
0.2 0.1 -0.2
0.0 0.0 0.0
0.0 0.0 0.0
0.1 0.1 0.0
-0.1 0.3 -0.1
-0.1 0.0 -0.1
0.0 0.0 0.1
0.5 -1.3 0.4
-0.1 0.5 -0.1
-0.2 0.4 -0.1
0.0 0.0 0.0
0.0 0.0 0.0
0.0 0.0 0.0
0.0 0.0 0.0

The value obtained for the HOMO-LUMO gap is 8.1 eV. The calculation puts the LUMO energy at -0.003 Eh.